# 1
The following is a DFT calculation (ωB97M-V with the def2-TZVPD basis set) of the molecule C12H16N2O3S.

XYZ file:
```
34
Properties=species:S:1:pos:R:3:forces:R:3
C -0.21013 0.76611 -0.31090 0.4 0.3 -1.4
C 0.39255 -0.03065 -1.46273 -3.1 1.0 -2.6
C -1.09458 -0.06791 0.58691 0.8 -0.5 0.4
C -1.20249 0.62388 1.93561 -0.7 -2.1 -0.1
C -0.69400 0.08666 3.12528 1.2 0.3 1.4
C -2.04152 1.69316 1.98556 -0.9 3.6 0.7
C -0.84987 0.77108 4.34659 -1.1 0.2 -0.9
C -2.15055 2.49195 3.23773 0.0 -3.5 -0.7
C -1.68988 1.93041 4.45328 1.4 -0.8 -2.2
C 1.91358 -1.65865 -2.24678 1.5 -1.8 0.3
C 2.30993 -0.86693 -3.48523 -1.4 -1.1 -2.4
C 0.98065 -2.80511 -2.56979 -2.7 0.4 -1.2
H -0.21557 2.86128 -0.68240 -2.8 -3.1 -0.7
H -1.14138 1.79060 -1.86895 0.8 0.6 2.9
H 0.71390 0.99747 0.17351 0.4 0.9 1.1
H -0.70880 -1.11544 0.59397 -0.4 0.7 0.4
H -2.05309 -0.03214 0.10925 -0.7 -0.4 -0.2
H -0.08904 -0.85820 3.21078 -0.6 1.0 -0.6
H -2.54963 2.00954 0.97914 1.0 -0.3 2.4
H -0.34884 0.34121 5.19955 -0.2 0.0 0.3
H -2.77488 3.33934 3.27655 -0.6 0.9 -0.2
H -1.88613 2.34513 5.42758 0.0 0.4 0.0
H 1.82524 -0.75468 -0.26575 0.1 -0.3 -0.5
H 2.88304 -2.12865 -1.87172 -1.1 0.6 -0.4
H 1.22057 -3.21928 -3.62011 -0.2 0.1 2.0
H -0.13719 -2.40988 -2.64491 2.5 -0.6 -0.1
H 0.49035 -3.14825 -0.09307 0.8 -1.4 -2.3
H 2.77351 0.80771 -3.94795 0.7 -0.8 1.6
N -0.95659 1.96230 -0.77879 2.8 2.1 -2.1
N 1.36445 -0.87357 -1.16368 1.2 -0.1 0.2
O -0.06632 0.06552 -2.63059 1.0 -0.2 2.0
O 2.15238 -1.13695 -4.68455 0.2 -0.1 2.9
O 2.87320 0.24127 -3.10893 0.3 3.0 -1.5
S 0.96711 -4.01832 -1.20446 -0.6 0.9 1.5
```
Forces are in eV/Å.

Properties
DFT total energy   -1200.2395 Eh
HOMO-LUMO gap   9.4 eV
Relative energy (zero: lowest compared OMol25 entry of this formula, charge and spin)   242.3 kJ/mol
LUMO level   0.279 eV
HOMO energy   -0.3335 Eh

---

# 2
The following is a DFT calculation (ωB97M-V with the def2-TZVPD basis set) of a structure of composition C27H24F12InN3O5PS.

XYZ file:
```
74
Properties=species:S:1:pos:R:3:forces:R:3
In 0.69641 -0.16261 -0.30495 -0.3 0.1 0.4
O -0.80292 0.42256 -1.78377 0.1 -0.1 -0.2
C -1.20907 1.40516 -1.10901 0.1 0.1 0.2
N -2.26641 2.17273 -1.21951 0.0 0.0 0.0
C -2.29834 3.18843 -0.14067 0.0 -0.1 -0.1
C -0.99523 2.79007 0.58011 -0.1 0.0 0.1
O -0.58279 3.40003 1.58996 -0.1 0.0 -0.1
N -0.42530 1.75017 -0.02167 0.0 0.1 0.1
C -2.19178 4.58557 -0.73623 0.0 0.0 0.0
C -0.96969 5.03288 -1.23402 0.0 0.0 0.0
C -0.86896 6.27526 -1.83595 0.0 0.0 0.0
C -1.99653 7.07916 -1.95162 0.0 0.0 0.0
C -3.21676 6.63177 -1.47249 0.0 0.0 0.0
C -3.31813 5.38747 -0.86396 0.0 0.0 0.0
C -3.46268 2.98145 0.81986 -0.1 0.0 0.0
C -4.34324 1.91628 0.68156 0.0 0.0 0.0
C -5.38208 1.75054 1.58885 0.0 0.1 0.0
C -5.53538 2.64000 2.63984 0.0 0.0 0.0
C -4.64900 3.69985 2.78415 0.0 0.0 0.0
C -3.61741 3.87384 1.87898 0.0 0.0 0.0
H -2.96648 2.08354 -1.93945 0.0 0.0 0.0
H -0.08301 4.40936 -1.16818 0.0 0.0 0.0
H 0.08425 6.61732 -2.21522 0.0 0.0 0.0
H -1.92163 8.05213 -2.41729 0.0 0.0 0.0
H -4.09715 7.25237 -1.56669 0.0 0.0 0.0
H -4.27464 5.04898 -0.48967 0.0 0.0 0.0
H -4.22902 1.19487 -0.11491 0.0 0.0 0.0
H -6.06620 0.92179 1.47085 0.0 0.0 0.0
H -6.34087 2.50825 3.34926 0.0 0.0 0.0
H -4.76688 4.39851 3.60103 0.0 0.0 0.0
H -2.93691 4.70806 1.99319 0.0 0.0 0.0
O 1.85945 3.22913 1.18065 -0.1 0.0 0.1
N 1.22328 3.31659 2.06058 0.2 -0.1 -0.1
F -1.38360 -1.91121 -0.53289 0.0 0.0 0.1
P -1.75058 -2.04129 1.07428 -0.2 -0.2 -0.1
F -1.89010 -2.07706 2.63323 0.0 0.0 0.0
F -2.39948 -0.58300 0.98589 0.1 0.0 0.0
F -0.88240 -3.40478 1.08009 -0.1 0.0 0.1
F -0.20186 -1.21026 1.31297 0.1 0.1 -0.1
F -3.08943 -2.78735 0.76551 0.0 0.0 0.0
C 4.12767 0.70341 2.22126 0.0 0.0 0.0
C 3.51963 0.04992 0.98308 0.0 0.2 -0.1
O 2.18210 0.42546 0.89756 0.3 -0.2 -0.1
C 3.71151 -1.49070 1.10405 -0.1 0.0 0.0
F 3.69938 -2.11764 -0.10243 -0.1 0.0 0.0
F 2.71160 -2.02170 1.81610 0.0 0.0 0.0
F 4.86041 -1.82280 1.68239 0.0 0.0 0.0
C 4.22686 0.55091 -0.29676 0.0 -0.1 -0.1
F 5.42959 0.01003 -0.47179 0.0 0.0 0.0
F 4.35696 1.87865 -0.27891 0.0 0.0 0.0
F 3.47864 0.25644 -1.39888 0.0 0.0 0.1
H 3.57108 0.36965 3.09584 0.0 0.0 0.0
H 4.04048 1.78342 2.13585 0.0 0.0 0.0
H 5.17792 0.45138 2.34686 0.0 0.0 0.0
C 3.19869 -7.87146 0.31231 0.0 0.0 0.0
C 2.75513 -6.64736 -0.36276 0.0 0.0 0.0
C 1.87012 -5.73065 0.27170 0.0 0.0 0.0
C 1.50954 -4.57700 -0.35465 0.1 0.0 0.0
C 2.00844 -4.32573 -1.66450 -0.1 0.0 0.0
C 2.88842 -5.19664 -2.32366 0.0 -0.1 0.0
C 3.25325 -6.34710 -1.68414 0.0 0.0 0.0
S 1.49484 -2.81467 -2.48317 0.0 0.0 0.2
C -0.11663 -3.37785 -3.03095 0.0 0.0 0.0
O 1.22130 -1.91750 -1.30372 0.2 0.0 -0.2
H 2.59492 -8.12335 1.17972 0.0 0.0 0.0
H 4.23330 -7.70482 0.65579 0.0 0.0 0.0
H 3.26390 -8.71253 -0.38184 0.0 0.0 0.0
H 1.48654 -5.96588 1.25580 0.0 0.0 0.0
H 0.84172 -3.86528 0.11694 0.0 0.0 0.0
H 3.27162 -4.95647 -3.30681 0.0 0.0 0.0
H 3.92769 -7.05240 -2.15275 0.0 0.0 0.0
H -0.69990 -3.68078 -2.16270 0.0 0.0 0.0
H 0.02648 -4.18686 -3.74734 0.0 0.0 0.0
H -0.57466 -2.51866 -3.52015 0.0 0.0 0.0
```
Forces are in eV/Å.

Properties
<S²>   0.770
DFT total energy   -3711.4345 Eh
Spin multiplicity   2
HOMO-LUMO gap (spin up / spin down)   6.3 / 3.1 eV
Total charge   +2
Relative energy (zero: lowest compared OMol25 entry of this formula, charge and spin)   0.0 kJ/mol
LUMO level (spin up / spin down)   -7.033 / -10.306 eV
HOMO energy (spin up / spin down)   -0.4909 / -0.4909 Eh

---

# 3
The following is a DFT calculation (ωB97M-V with the def2-TZVPD basis set) of the molecule C4H7NO.

XYZ file:
```
13
Properties=species:S:1:pos:R:3:forces:R:3
C -0.96383 0.63585 -1.80985 0.0 0.0 -0.1
C -0.21481 0.17404 -0.60751 0.2 -0.1 -0.2
N 0.95412 -0.32092 -0.59547 -0.4 0.2 0.0
C 1.28785 -0.54961 0.81127 0.2 -0.1 0.2
C -0.03009 -0.29075 1.56758 0.1 -0.1 0.2
O -0.86872 0.32811 0.57678 0.0 0.0 -0.1
H -1.96071 0.18723 -1.83603 0.1 0.0 0.0
H -0.40784 0.36133 -2.70639 -0.1 0.0 0.1
H -1.08830 1.72302 -1.78113 0.0 -0.1 0.0
H 1.66631 -1.56602 0.95651 -0.1 0.1 0.0
H 2.08356 0.14375 1.10952 -0.1 -0.1 0.0
H 0.06047 0.38857 2.41810 0.0 -0.1 -0.1
H -0.51800 -1.21461 1.89663 0.1 0.1 0.0
```
Forces are in eV/Å.

Properties
DFT total energy   -286.6017 Eh
HOMO-LUMO gap   10.4 eV
Relative energy (zero: lowest compared OMol25 entry of this formula, charge and spin)   78.6 kJ/mol
LUMO level   1.041 eV
HOMO energy   -0.3452 Eh

---

# 4
The following is a DFT calculation (ωB97M-V with the def2-TZVPD basis set) of a structure of composition C25H26AlClNO6.

XYZ file:
```
60
Properties=species:S:1:pos:R:3:forces:R:3
C -6.67709 3.01369 2.87147 0.6 -0.2 -0.2
C -6.42247 1.95837 1.79819 -0.7 1.3 0.8
O -5.03700 1.55816 1.78664 -0.2 -0.7 -0.9
C -4.49034 1.48611 0.58571 0.4 0.0 0.9
O -4.66849 2.36889 -0.26102 -0.5 -0.2 -0.5
C -3.65282 0.26730 0.36460 -0.2 0.2 -0.4
C -3.12193 0.09019 -1.05188 1.0 -0.2 0.2
C -1.95146 1.05785 -1.41563 -0.6 -0.7 -0.3
C -0.92671 0.38047 -2.29736 0.0 0.5 0.2
C -1.33801 -0.29028 -3.41396 0.2 0.6 -0.1
C -0.43118 -0.96686 -4.27227 -0.7 0.0 -0.3
N -0.96148 -1.62707 -5.35804 1.3 -0.1 0.4
C 0.96130 -0.96202 -3.98815 -0.2 -0.7 0.1
C 1.38459 -0.29701 -2.89427 0.3 0.2 0.4
C 0.48333 0.39088 -2.01230 -0.2 -0.5 -0.1
C 1.05689 1.08293 -0.85201 0.2 0.3 0.0
O 0.69435 2.15934 -0.44252 -0.1 0.1 0.1
C 2.12917 0.30978 -0.19551 -0.4 -0.1 -0.2
C 2.26348 0.28091 1.24028 -0.2 0.1 0.0
C 1.34585 1.04425 2.14706 1.1 -0.1 -0.1
C 1.78968 2.51210 2.26028 -0.4 0.8 -0.1
O 1.11527 3.32869 2.78958 -0.1 -0.2 0.0
O 3.01670 2.80137 1.72398 0.0 -0.8 -0.3
C 3.27083 -0.48052 1.73687 0.0 -0.2 -0.1
C 4.15589 -1.20824 0.88717 0.5 0.0 0.4
C 5.20920 -2.02744 1.49468 -0.3 -0.2 -0.7
C 4.46455 -3.14968 2.33724 0.0 -0.4 0.3
C 5.00185 -4.55038 2.01305 0.3 -0.2 -0.2
Cl 4.60693 -2.80248 4.06596 -0.2 0.2 0.0
C 4.02867 -1.14702 -0.54171 -0.2 -0.2 0.3
C 3.03716 -0.39439 -1.05170 -0.1 0.2 -0.1
C 2.83545 -0.25948 -2.52846 0.2 0.4 -0.1
O 3.73264 -0.11576 -3.30141 0.0 -0.4 -0.1
H -6.76643 3.99995 2.42205 -0.2 0.1 0.1
H -7.53710 2.77005 3.48232 -0.2 0.1 -0.1
H -5.79976 3.04476 3.51273 0.0 0.0 0.2
H -6.67369 2.41689 0.80853 -0.2 -0.9 1.2
H -7.07203 1.10065 1.94289 0.3 -0.4 -0.2
H -4.29566 -0.58141 0.60661 -0.1 0.0 0.2
H -2.86104 0.26432 1.11468 0.1 0.0 0.1
H -3.90991 0.11726 -1.79913 -0.2 0.2 0.1
H -2.71225 -0.91967 -1.09117 -0.2 -0.2 0.0
H -1.49093 1.45149 -0.51913 0.0 0.2 0.0
H -2.39408 1.86174 -2.00142 0.3 0.4 0.2
H -2.39187 -0.31416 -3.64618 -0.1 -0.2 -0.2
H -0.40465 -2.45358 -5.56300 0.1 0.2 -0.5
H -1.05116 -1.05187 -6.19601 -0.9 -0.1 0.0
H 1.65223 -1.47265 -4.64341 0.1 0.1 -0.1
H 0.31838 1.02866 1.80661 -0.2 0.0 0.2
H 1.46362 0.61822 3.14141 -0.4 0.0 0.1
H 2.90628 3.22431 0.86163 0.0 0.5 0.2
H 3.41212 -0.56767 2.80638 0.0 0.0 0.1
H 5.75584 -2.52807 0.70349 0.4 0.1 0.1
H 5.87642 -1.44120 2.12514 0.0 -0.1 0.2
H 3.39957 -3.14685 2.11648 -0.1 0.1 0.0
H 5.67386 -4.90481 2.78834 0.1 0.1 0.1
H 4.19340 -5.27084 1.92843 -0.2 0.1 0.1
H 5.55747 -4.58271 1.07885 0.0 0.1 -0.1
H 4.70862 -1.68792 -1.18300 0.2 0.0 0.0
Al -6.46206 3.21246 -0.82868 0.3 0.8 -1.3
```
Forces are in eV/Å.

Properties
DFT total energy   -2175.9414 Eh
HOMO-LUMO gap   3.3 eV
Total charge   +3
LUMO level   -13.907 eV
HOMO energy   -0.6307 Eh

---

# 5
The following is a DFT calculation (ωB97M-V with the def2-TZVPD basis set) of the ion C9H20N3 with charge +1.

XYZ file:
```
32
Properties=species:S:1:pos:R:3:forces:R:3
C 1.48440 -1.21807 1.49992 -4.0 2.4 -3.3
C -0.46720 -0.31842 0.28417 2.7 2.8 3.2
C 2.29966 1.72828 2.35919 1.1 -1.8 -2.4
C -0.85769 1.58593 -1.03706 -0.7 0.2 -2.2
C -2.14759 -0.44156 -1.43748 0.4 -0.5 1.0
C 0.22795 -0.34311 -2.19536 -1.5 -1.5 -0.6
C -1.57523 -2.13174 1.39588 -2.9 -0.3 0.3
C 1.88117 1.30036 0.94504 -1.2 0.1 -0.1
C -0.74578 0.09633 -1.11583 -0.5 -0.6 0.0
N 0.68421 -2.21512 1.19564 3.8 0.3 1.8
N 1.13059 0.05752 1.06548 -3.5 -3.7 -1.3
N -0.43003 -1.72176 0.53454 -1.9 -1.4 -0.3
H 2.33388 -1.33745 2.04075 2.5 -0.7 1.5
H -1.18912 0.16937 1.05170 1.4 -0.7 -1.6
H 2.96238 2.50920 2.27100 1.9 1.7 0.0
H 1.59922 2.02548 3.02731 -3.1 1.1 1.3
H 2.71891 0.90110 2.87363 1.1 -0.8 0.3
H -1.67617 1.86718 -1.71692 0.3 0.4 0.4
H 0.03202 2.04191 -1.39495 0.8 0.7 -0.2
H -1.06262 1.88447 -0.05773 -0.5 0.9 1.4
H -2.14437 -1.48936 -1.66140 0.1 -0.9 -0.1
H -2.79880 -0.30766 -0.58056 -0.5 0.3 -0.1
H -2.52863 0.03680 -2.30412 -0.4 0.6 -0.7
H -0.22879 0.08818 -3.13418 1.0 -0.7 0.7
H 0.34240 -1.49332 -2.29547 -0.3 1.8 0.0
H 1.16230 0.08088 -1.95857 1.4 0.5 -0.2
H -2.38789 -2.70185 0.84851 1.1 0.9 0.2
H -1.20200 -2.80793 2.15323 0.1 0.1 0.1
H -2.05556 -1.21268 1.85076 0.7 -1.3 -0.4
H 1.13637 2.02637 0.53487 0.9 -0.5 0.3
H 2.66292 1.13724 0.15866 -0.2 0.5 1.1
H -0.46867 -2.24185 -0.34575 -0.2 0.1 -0.1
```
Forces are in eV/Å.

Properties
DFT total energy   -518.8264 Eh
HOMO-LUMO gap   10.4 eV
Total charge   +1
Relative energy (zero: lowest compared OMol25 entry of this formula, charge and spin)   283.5 kJ/mol
LUMO level   -2.523 eV
HOMO energy   -0.4751 Eh

---

# 6
The following is a DFT calculation (ωB97M-V with the def2-TZVPD basis set) of a structure of composition C21H23N3O2.

XYZ file:
```
49
Properties=species:S:1:pos:R:3:forces:R:3
C -0.40463 -2.31928 3.33449 0.1 -0.5 -0.1
C -1.17472 -1.03779 3.23004 0.1 0.7 0.1
C -0.53787 0.21999 3.15001 -0.2 0.0 0.0
N 0.89103 0.22634 3.09658 -0.7 -1.5 -1.3
C 1.65720 -0.13179 1.87658 2.5 3.1 0.0
N 2.96914 -0.07392 2.29977 0.6 -0.7 0.2
C 4.11818 -0.36750 1.45777 0.4 0.1 -0.3
C 3.01318 0.85609 3.31906 -0.9 1.2 1.4
C 1.74184 1.06906 3.76295 2.3 0.3 1.0
C -1.28439 1.42422 3.13548 0.3 -0.5 -0.4
C -0.67764 2.78764 2.97726 0.0 0.6 -0.2
C -2.66781 1.33065 3.18737 0.2 -0.3 0.2
C -3.30950 0.10260 3.30558 0.1 -0.3 -0.1
C -4.79186 0.06662 3.47555 -0.6 0.0 -0.1
C -2.56439 -1.07963 3.27707 0.0 0.7 0.0
H -0.91234 -3.10280 2.75019 0.3 0.2 0.1
H 0.62905 -2.22528 2.98019 -0.4 -0.2 0.3
H -0.35831 -2.67536 4.37784 0.0 0.2 -0.3
H 3.86890 -0.40207 0.37794 0.1 0.2 0.8
H 4.82688 0.46246 1.63200 0.0 -0.6 -0.2
H 4.54952 -1.35360 1.72666 0.0 0.7 -0.1
H 3.95001 1.29370 3.64314 -0.3 -0.1 0.0
H 1.39504 1.67207 4.59683 0.2 -0.3 -0.2
H -1.50078 3.50638 2.84580 0.3 -0.1 0.1
H -0.08858 3.12437 3.84312 -0.2 -0.2 -0.2
H -0.04261 2.85708 2.08558 0.0 -0.1 0.2
H -3.25850 2.24347 3.10407 0.1 -0.2 0.2
H -5.13946 -0.94928 3.67567 0.0 0.1 0.0
H -5.11717 0.70658 4.30795 0.1 -0.2 -0.2
H -5.30648 0.43039 2.57725 0.1 -0.1 0.1
H -3.06931 -2.04088 3.28351 0.0 0.1 0.2
C 1.67799 -1.29710 0.53293 -0.7 -1.3 1.2
C 1.53523 -0.44956 -0.55269 -0.9 4.1 -2.0
N 1.49002 0.88292 -0.28964 0.1 -4.2 -1.0
O 1.42206 1.89397 -0.97452 -0.1 0.6 -0.3
O 1.28400 1.01571 1.06800 -0.7 0.8 0.3
C 2.19329 -2.65380 0.33536 0.4 -1.1 0.8
C 2.52015 -3.53379 1.41178 -0.1 0.3 -0.7
C 2.94969 -4.84109 1.16178 -0.1 0.2 -0.4
C 3.05832 -5.33086 -0.15222 -0.2 0.5 0.1
C 2.74716 -4.48070 -1.22640 0.0 0.1 0.6
C 2.32857 -3.16512 -0.99789 -0.1 0.2 0.6
H 1.07976 -1.14803 1.57346 -2.4 -2.6 -1.8
H 1.51011 -0.75978 -1.61690 0.1 0.5 1.1
H 2.40054 -3.17340 2.44191 0.2 -0.2 -0.4
H 3.19060 -5.49393 2.00388 -0.1 0.2 -0.3
H 3.36265 -6.36174 -0.32749 0.0 0.3 0.0
H 2.81776 -4.84397 -2.25490 0.0 0.1 0.4
H 2.05927 -2.53229 -1.85606 0.3 -0.5 0.5
```
Forces are in eV/Å.

Properties
DFT total energy   -1128.4487 Eh
HOMO-LUMO gap   7.6 eV
Relative energy (zero: lowest compared OMol25 entry of this formula, charge and spin)   1019.0 kJ/mol
LUMO level   0.733 eV
HOMO energy   -0.2506 Eh

---

So what do the calculations give for largest force on an atom? Going down the list: 0.082 0.009 0.008 0.032 0.110 0.090 hartree/bohr.